w) A 2-piece molecular cluster, C4H13NOS overall, computed with ωB97M-V/def2-TZVPD.

Each line ends with the Löwdin charge.
Geometry (Å):
C (1.309, 0.355, 1.791)  -0.2873
N (1.228, -0.454, 0.593)  -0.0911
C (0.603, -1.755, 0.787)  -0.3060
C (-0.901, -1.653, 0.872)  -0.5726
S (-1.799, -1.786, -0.696)  0.6882
C (1.266, 1.860, 1.404)  -0.0765
H (2.254, 0.182, 2.310)  0.1090
H (0.505, 0.241, 2.490)  0.0878
H (0.755, 0.028, -0.159)  0.0847
H (0.868, -2.516, 0.064)  0.1004
H (0.997, -2.143, 1.737)  0.1179
H (-1.195, -0.745, 1.373)  0.0543
H (-1.267, -2.482, 1.482)  0.0636
H (-0.823, -1.776, -1.605)  -0.1599
H (0.531, 2.308, 2.076)  0.0666
H (0.957, 2.001, 0.369)  0.0572
H (2.196, 2.407, 1.544)  0.0646
H (0.273, 3.376, -2.751)  0.0238
H (-0.161, 4.767, -2.876)  0.0319
O (0.155, 4.047, -3.431)  -0.0569

M: 123.22 g/mol
SMILES: CCNCCS.O
LUMO energy: 0.0193 Ha
highest occupied orbital energy: -9.01 eV


x) A 2-piece molecular cluster, C4H13NOS overall, computed with ωB97M-V/def2-TZVPD.

Each line ends with the Löwdin charge.
Geometry (Å):
C (2.393, 1.397, 0.220)  -0.1395
N (0.987, 1.199, 0.480)  -0.1081
C (0.157, 0.526, -0.512)  -0.5095
C (-1.195, 0.260, 0.085)  -0.5374
S (-2.469, -0.030, -1.187)  0.7037
C (0.851, -0.679, -1.147)  -0.0738
H (2.953, 0.485, 0.035)  0.0614
H (2.821, 1.894, 1.085)  0.0777
H (2.522, 2.035, -0.662)  0.0846
H (0.898, 0.740, 1.379)  0.0996
H (0.029, 1.295, -1.296)  0.1327
H (-1.526, 1.140, 0.648)  0.0743
H (-1.171, -0.543, 0.805)  0.0748
H (-3.302, -0.712, -0.396)  -0.1563
H (0.196, -1.417, -1.609)  0.0639
H (1.441, -1.204, -0.402)  0.0664
H (1.553, -0.365, -1.924)  0.0770
H (2.418, -2.384, 2.842)  0.0347
H (0.961, -2.691, 3.134)  0.0438
O (1.527, -2.071, 2.640)  -0.0701

M: 123.22 g/mol
SMILES: CN[C@@H](C)CS.O
LUMO energy: 0.0197 Ha
highest occupied orbital energy: -8.52 eV


y) A 2-piece molecular cluster, C4H13NOS overall, computed with ωB97M-V/def2-TZVPD.

Each line ends with the Löwdin charge.
Geometry (Å):
C (0.618, -1.615, 0.638)  -0.1212
N (0.829, -0.853, -0.579)  -0.1035
C (-0.400, -0.310, -1.254)  -0.4988
C (-0.004, 0.012, -2.723)  -0.4869
S (-1.523, -0.200, -3.745)  0.6670
C (-1.113, 0.830, -0.578)  -0.0797
H (0.194, -1.068, 1.439)  0.0564
H (1.650, -1.773, 0.852)  0.0746
H (0.047, -2.479, 0.410)  0.0733
H (1.578, -0.162, -0.490)  0.1127
H (-1.132, -1.081, -1.361)  0.0853
H (0.735, -0.760, -2.978)  0.0712
H (0.326, 1.018, -2.735)  0.0587
H (-2.261, -1.203, -3.163)  -0.1278
H (-2.082, 0.941, -1.021)  0.0651
H (-0.508, 1.684, -0.187)  0.1028
H (-1.357, 0.396, 0.367)  0.0508
H (0.739, 2.409, 5.772)  -0.0200
H (2.225, 2.395, 5.513)  0.0864
O (1.441, 1.818, 5.822)  -0.0664

M: 123.22 g/mol
SMILES: CN[C@@H](C)CS.O
LUMO energy: 0.0269 Ha
highest occupied orbital energy: -8.78 eV


z) A 2-piece molecular cluster, C4H13NOS overall, computed with ωB97M-V/def2-TZVPD.

Each line ends with the Löwdin charge.
Geometry (Å):
C (0.713, 0.215, -1.251)  -0.2894
C (1.805, -0.763, -0.799)  -0.5702
S (3.014, -0.017, 0.347)  0.6928
C (0.010, 0.863, -0.071)  -0.3177
N (-0.304, -0.080, 1.025)  -0.1349
C (-1.128, 0.536, 2.095)  -0.1201
H (1.150, 1.076, -1.898)  0.1321
H (-0.075, -0.385, -1.866)  0.1163
H (2.388, -1.175, -1.700)  0.0933
H (1.346, -1.550, -0.254)  0.0405
H (3.504, 0.882, -0.496)  -0.1602
H (0.634, 1.653, 0.348)  0.0892
H (-0.975, 1.362, -0.486)  0.1305
H (-0.845, -0.865, 0.691)  0.0635
H (-2.072, 0.906, 1.728)  0.0587
H (-0.521, 1.334, 2.553)  0.0842
H (-1.352, -0.216, 2.836)  0.0685
H (-2.996, -1.761, -0.772)  0.0490
H (-2.187, -0.540, -1.042)  0.0081
O (-2.110, -1.476, -0.989)  -0.0342

M: 123.22 g/mol
SMILES: CNCCCS.O
LUMO energy: 0.0220 Ha
highest occupied orbital energy: -8.58 eV


Least stable structure: y)


w) A 2-piece molecular cluster, C4H13NOS overall, computed with ωB97M-V/def2-TZVPD.

Each line ends with the Löwdin charge.
Geometry (Å):
C (0.593, -0.956, -1.521)  -0.2458
C (0.841, 0.545, -1.719)  -0.2771
C (1.146, 1.285, -0.396)  -0.5927
S (2.576, 0.700, 0.518)  0.7120
C (-0.627, -1.277, -0.665)  -0.2951
N (-1.799, -0.523, -1.131)  -0.0027
H (1.433, -1.534, -1.129)  0.0925
H (0.561, -1.310, -2.562)  0.1045
H (-0.080, 1.006, -2.073)  0.0965
H (1.645, 0.644, -2.447)  0.1030
H (0.214, 1.222, 0.168)  0.0672
H (1.194, 2.349, -0.637)  0.0658
H (1.954, 0.204, 1.582)  -0.1606
H (-0.312, -0.899, 0.317)  0.0941
H (-0.823, -2.332, -0.451)  0.1049
H (-2.552, -0.846, -0.531)  0.0617
H (-2.075, -0.825, -2.060)  0.0725
H (-4.125, -1.009, 2.898)  0.0304
H (-3.705, -0.480, 4.255)  0.0299
O (-4.063, -0.194, 3.410)  -0.0610

M: 123.22 g/mol
SMILES: NCCCCS.O
LUMO energy: 0.0199 Ha
highest occupied orbital energy: -8.92 eV


x) A 2-piece molecular cluster, C4H13NOS overall, computed with ωB97M-V/def2-TZVPD.

Each line ends with the Löwdin charge.
Geometry (Å):
C (-0.274, -0.933, 2.599)  -0.1420
N (-0.425, -0.679, 1.171)  -0.1021
C (0.528, 0.337, 0.687)  -0.4595
C (-0.072, 1.789, 0.725)  -0.4993
S (0.202, 2.880, -0.729)  0.7051
C (1.012, -0.108, -0.702)  -0.0946
H (0.004, -0.045, 3.191)  0.0739
H (0.600, -1.578, 2.769)  0.0766
H (-1.125, -1.414, 3.054)  0.0700
H (-1.374, -0.378, 0.986)  0.0966
H (1.354, 0.404, 1.393)  0.1210
H (0.408, 2.247, 1.573)  0.0547
H (-1.142, 1.771, 0.936)  0.0625
H (1.304, 3.384, -0.196)  -0.1561
H (1.953, 0.370, -0.926)  0.0643
H (0.203, 0.131, -1.388)  0.0615
H (1.116, -1.179, -0.630)  0.0678
H (-1.376, -5.871, -3.289)  0.0257
H (-0.479, -5.768, -2.067)  0.0320
O (-1.026, -5.241, -2.659)  -0.0581

M: 123.22 g/mol
SMILES: CN[C@@H](C)CS.O
LUMO energy: 0.0339 Ha
highest occupied orbital energy: -8.56 eV


Least stable structure: x)


w) A 2-piece molecular cluster, C4H13NOS overall, computed with ωB97M-V/def2-TZVPD.

Each line ends with the Löwdin charge.
Geometry (Å):
C (-1.066, -1.548, 0.140)  -0.3063
C (0.173, -1.162, -0.634)  -0.2479
C (0.034, 0.074, -1.572)  -0.5604
S (0.119, 1.637, -0.765)  0.8096
C (-0.622, 1.463, 0.911)  -0.4009
N (-1.400, -2.960, -0.236)  -0.0315
H (-1.021, -1.556, 1.235)  0.0969
H (-1.963, -0.890, 0.150)  0.1110
H (0.982, -1.040, 0.109)  0.1045
H (0.356, -1.933, -1.445)  0.1228
H (0.806, -0.040, -2.317)  0.0630
H (-0.845, -0.028, -2.208)  0.0725
H (-0.304, 0.570, 1.490)  0.0288
H (-1.699, 1.551, 0.797)  0.0294
H (-0.197, 2.263, 1.513)  0.0250
H (-1.623, -3.591, 0.528)  0.0513
H (-2.380, -3.045, -0.587)  0.0725
H (1.748, 1.269, 2.629)  0.0202
H (2.192, 0.806, 1.344)  0.0049
O (2.563, 0.928, 2.235)  -0.0653

M: 123.22 g/mol
SMILES: CSCCCN.O
LUMO energy: 0.0239 Ha
highest occupied orbital energy: -8.76 eV


x) A 3-piece molecular cluster, C4H13NOS overall, computed with ωB97M-V/def2-TZVPD.

Each line ends with the Löwdin charge.
Geometry (Å):
C (1.278, -0.058, 1.032)  -0.2512
N (0.606, -0.212, -0.296)  -0.1391
C (-0.832, -0.640, -0.282)  -0.3272
C (-1.893, 0.400, -0.101)  -0.6284
S (-1.559, 2.029, -0.857)  0.5865
C (0.455, 0.438, 2.259)  -0.0931
H (2.062, 0.694, 0.803)  0.1054
H (1.883, -0.926, 1.301)  0.0995
H (0.431, 0.815, -0.656)  -0.0302
H (-0.958, -1.085, -1.287)  0.0928
H (-0.946, -1.595, 0.426)  0.1653
H (-2.186, 0.544, 0.972)  0.0732
H (-2.801, -0.099, -0.387)  0.0601
H (0.382, 2.066, -2.070)  0.1841
H (-0.159, 1.278, 2.157)  0.0351
H (1.140, 0.667, 3.075)  0.0733
H (-0.274, -0.272, 2.573)  0.0506
H (1.327, -1.092, -2.144)  -0.0058
H (0.972, -1.216, -3.686)  0.0628
O (1.072, -1.736, -2.831)  -0.1137

M: 123.22 g/mol
LUMO energy: -0.0893 Ha
highest occupied orbital energy: -9.32 eV


Least stable structure: x)


w) A 2-piece molecular cluster, C4H13NOS overall, computed with ωB97M-V/def2-TZVPD.

Each line ends with the Löwdin charge.
Geometry (Å):
C (1.644, -0.392, 2.107)  -0.0641
C (0.283, -0.091, 1.526)  -0.4807
C (0.205, 1.227, 0.748)  -0.2611
C (-0.301, 1.114, -0.672)  -0.5715
S (0.842, 0.296, -1.806)  0.7153
N (-0.769, -0.139, 2.561)  0.0257
H (1.801, 0.220, 2.999)  0.0884
H (2.365, -0.319, 1.327)  0.0592
H (1.666, -1.396, 2.533)  0.0758
H (0.018, -0.856, 0.772)  0.1196
H (-0.448, 1.888, 1.320)  0.1104
H (1.167, 1.750, 0.750)  0.1042
H (-1.196, 0.478, -0.621)  0.0627
H (-0.663, 2.074, -1.029)  0.0702
H (1.958, 0.462, -1.093)  -0.1532
H (-1.638, -0.443, 2.147)  0.0673
H (-0.587, -0.882, 3.232)  0.0652
H (-2.534, -2.639, -2.305)  0.0374
H (-1.479, -1.548, -2.348)  -0.0029
O (-2.401, -1.700, -2.126)  -0.0679

M: 123.22 g/mol
SMILES: C[C@@H](N)CCS.O
LUMO energy: 0.0259 Ha
highest occupied orbital energy: -9.07 eV


x) A 2-piece molecular cluster, C4H13NOS overall, computed with ωB97M-V/def2-TZVPD.

Each line ends with the Löwdin charge.
Geometry (Å):
C (-1.382, -0.075, -0.784)  -0.2729
C (-0.497, -0.996, -1.628)  -0.5819
S (-0.938, -2.750, -1.492)  0.7114
C (-0.974, 0.000, 0.669)  -0.2697
N (0.395, 0.525, 0.817)  -0.1374
C (0.713, 0.818, 2.230)  -0.1054
H (-2.405, -0.455, -0.854)  0.0991
H (-1.406, 0.940, -1.193)  0.1106
H (-0.545, -0.699, -2.681)  0.0688
H (0.564, -0.869, -1.412)  0.0536
H (-0.033, -3.055, -0.565)  -0.1586
H (-1.097, -0.981, 1.159)  0.1158
H (-1.628, 0.622, 1.283)  0.1098
H (0.980, -0.291, 0.624)  0.0963
H (-0.200, 1.063, 2.777)  0.0723
H (1.160, -0.032, 2.746)  0.0785
H (1.385, 1.670, 2.266)  0.0757
H (2.207, 1.759, -2.042)  0.0255
H (1.401, 1.354, -0.782)  -0.0093
O (2.302, 1.452, -1.138)  -0.0822

M: 123.22 g/mol
SMILES: CNCCCS.O
LUMO energy: 0.0282 Ha
highest occupied orbital energy: -9.22 eV


Least stable structure: x)